Run one
{"formula": "C4H7FO", "method": "the ωB97M-V functional and the def2-TZVPD basis", "smiles": "CCC(=O)CF", "lumo_ev": 0.9, "orbital_gap_ev": 10.8, "elements": ["C", "C", "C", "O", "C", "F", "H", "H", "H", "H", "H", "H", "H"], "xyz": [[1.4237, -0.5894, 0.3390], [0.1313, -0.9080, -0.4873], [-1.1604, -0.1743, -0.0112], [-2.2098, -0.7492, 0.1129], [-0.9876, 1.3218, 0.1303], [0.2765, 1.8304, -0.2294], [1.3137, -0.7284, 1.4182], [2.2243, -1.2800, 0.0530], [1.7467, 0.4226, 0.0581], [0.3289, -0.5366, -1.5040], [-0.1374, -1.9740, -0.5635], [-1.7720, 1.8193, -0.4905], [-1.1778, 1.5458, 1.1742]], "lowdin_charge": [-0.094, -0.147, -0.392, 0.094, -0.102, -0.068, 0.075, 0.068, 0.063, 0.117, 0.112, 0.145, 0.129]}

---

Run two
{"formula": "C4H7FO", "method": "the ωB97M-V functional and the def2-TZVPD basis", "smiles": "C[C@@H]1O[C@H]1CF", "lumo_ev": 1.2, "orbital_gap_ev": 11.7, "elements": ["C", "C", "O", "C", "C", "F", "H", "H", "H", "H", "H", "H", "H"], "xyz": [[2.3187, -0.6448, 0.1059], [1.0069, -0.1784, -0.3754], [0.6680, 1.2234, -0.1216], [-0.1465, 0.2385, 0.4474], [-1.5642, 0.3424, 0.0033], [-2.2235, -0.8315, -0.0487], [2.3815, -0.6287, 1.1852], [2.5173, -1.6278, -0.2245], [3.1211, -0.0395, -0.2674], [0.6965, -0.5427, -1.3651], [-0.0543, 0.0808, 1.5594], [-2.1712, 1.0940, 0.5263], [-1.5128, 0.8129, -1.0907]], "lowdin_charge": [-0.036, -0.268, -0.013, -0.298, -0.204, -0.017, 0.086, 0.069, 0.083, 0.149, 0.163, 0.125, 0.163]}

---

Run three
{"formula": "C4H7FO", "method": "the ωB97M-V functional and the def2-TZVPD basis", "smiles": "O[C@@H]1C[C@H]1CF", "lumo_ev": 1.0, "orbital_gap_ev": 11.0, "elements": ["O", "C", "C", "C", "C", "F", "H", "H", "H", "H", "H", "H", "H"], "xyz": [[-2.1263, -0.5259, -0.4097], [-1.0161, -0.2136, 0.2834], [-0.3268, 1.1515, 0.0281], [0.2529, -0.1061, -0.4531], [1.5714, -0.6716, 0.1038], [2.5874, 0.1293, -0.3229], [-2.8168, 0.0659, -0.1596], [-0.8866, -0.7596, 1.2379], [0.1056, 1.6492, 0.9274], [-0.7981, 1.8216, -0.6711], [0.2092, -0.1396, -1.5210], [1.5208, -0.6682, 1.1810], [1.7234, -1.7328, -0.2242]], "lowdin_charge": [0.022, -0.360, -0.044, -0.255, -0.183, -0.030, 0.090, 0.154, 0.119, 0.104, 0.141, 0.110, 0.133]}

---

Winner for stability: run one

---

Run one
{"formula": "C4H7NS", "method": "the ωB97M-V functional and the def2-TZVPD basis", "smiles": "CC1=CCNS1", "lumo_ev": 0.9, "orbital_gap_ev": 8.9, "elements": ["C", "C", "C", "C", "N", "S", "H", "H", "H", "H", "H", "H", "H"], "xyz": [[-1.4747, -1.6483, -0.0709], [-0.5528, -0.4716, 0.0805], [-0.4427, 0.8034, 0.4237], [1.0109, 1.3274, 0.3759], [1.9260, 0.6429, -0.4968], [1.3550, -0.9865, -0.6572], [-1.8161, -1.7184, -1.1534], [-2.3710, -1.5765, 0.5573], [-0.8360, -2.5010, 0.0550], [-1.1677, 1.5504, 0.6547], [1.1283, 2.3372, 0.1281], [1.2770, 1.1838, 1.4558], [1.9638, 1.0571, -1.3527]], "lowdin_charge": [-0.124, -0.364, -0.118, -0.319, -0.395, 0.782, 0.100, 0.079, 0.044, 0.097, 0.089, 0.122, 0.007]}

---

Run two
{"formula": "C4H7NS", "method": "the ωB97M-V functional and the def2-TZVPD basis", "lumo_ev": 0.8, "orbital_gap_ev": 8.7, "elements": ["C", "C", "C", "C", "N", "S", "H", "H", "H", "H", "H", "H", "H"], "xyz": [[-1.5458, -1.8874, 0.2082], [-0.6142, -1.5349, -0.4304], [-0.2696, 1.6404, 0.5009], [0.6037, -1.3832, -1.1426], [0.5151, 1.1516, 1.4468], [0.1647, 2.9810, -0.4503], [-2.1956, -2.0243, 0.9911], [-1.1216, 3.0757, -0.8597], [0.7032, -0.3794, -0.9167], [1.5042, -1.9016, -0.7374], [0.4385, -1.5230, -2.1863], [0.3405, 0.2590, 1.9425], [1.4770, 1.5261, 1.6338]], "lowdin_charge": [0.099, -0.247, -0.661, -0.104, -0.059, 0.692, 0.003, -0.131, 0.013, 0.109, 0.079, 0.103, 0.104]}

---

Winner for stability: run one